(1)
Density functional theory data (ωB97M-V/def2-TZVPD) for a 5-piece molecular cluster, C35H65FN4O18P overall.

Calculated values
Net charge: +1
Multiplicity: 1
HOMO, eV: -11.50
Lowest unoccupied orbital energy, eV: -4.54
E_tot, eV: -92161.8780

Last column: Mulliken charge in e.
Positions of all 124 atoms, in Å:
C -6.204 -0.214 3.884  -1.1672
C -5.894 -1.758 3.587  -0.5079
C -5.191 -2.494 4.775  0.0331
F -6.107 -3.171 5.613  -0.4124
N -4.121 -3.461 4.445  1.0271
C -2.885 -2.887 4.008  -2.0323
N -2.828 -2.166 2.783  0.1223
C -2.834 -0.685 2.948  0.0970
C -3.369 0.030 1.631  -0.5458
C -2.096 0.353 0.743  -0.6329
C -2.452 1.178 -0.559  -0.3553
C -3.898 0.831 -1.123  -0.3720
O -3.999 1.202 -2.520  -0.3669
C -5.273 1.862 -2.690  -0.5122
N -1.779 -3.058 4.714  1.4202
C -1.871 -3.865 5.953  -1.0391
N -1.994 -5.293 5.531  -0.1882
C -0.952 -5.655 4.535  -0.7181
O -0.655 -2.524 4.188  -0.2259
C 0.210 -1.919 5.168  0.2656
O 1.126 -2.592 5.545  -0.4501
C 0.069 -0.517 5.760  0.7610
C -1.149 0.293 5.817  0.2328
C -1.116 1.618 6.451  -0.7529
C 0.096 2.182 7.055  -0.4458
C 1.315 1.356 7.017  -0.5066
C 1.292 0.058 6.375  -0.6490
P -4.629 -4.854 3.561  0.8268
O -5.984 -4.790 2.972  -0.7210
O -3.541 -5.123 2.314  -0.4972
O -4.578 -6.253 4.485  -0.4969
H -6.209 0.278 2.868  0.2227
H -5.409 0.285 4.494  0.2950
H -7.236 -0.122 4.298  0.3945
H -6.913 -2.233 3.479  0.6288
H -5.401 -1.892 2.592  0.1541
H -4.732 -1.701 5.438  0.4422
H -2.091 -2.501 2.160  0.4990
H -1.791 -0.341 3.174  0.3084
H -3.481 -0.427 3.826  -0.1272
H -3.913 0.959 1.939  0.2972
H -4.040 -0.709 1.108  0.1787
H -1.564 -0.589 0.450  0.2391
H -1.417 0.997 1.375  0.2789
H -2.462 2.291 -0.364  0.2379
H -1.656 0.998 -1.328  0.1698
H -4.665 1.416 -0.547  0.3761
H -4.049 -0.281 -1.076  0.1452
H -5.530 1.964 -3.779  0.2373
H -5.174 2.911 -2.276  0.1223
H -6.122 1.307 -2.210  0.3243
H -0.969 -3.822 6.615  0.5313
H -2.748 -3.582 6.601  0.2398
H -1.777 -5.873 6.352  0.3488
H 0.060 -5.208 4.733  0.2411
H -0.869 -6.772 4.438  0.3642
H -1.262 -5.293 3.509  0.1540
H -2.105 -0.093 5.407  0.3509
H -2.034 2.258 6.496  0.3517
H 0.124 3.181 7.554  0.3711
H 2.235 1.750 7.498  0.3744
H 2.226 -0.560 6.361  0.3721
H -3.514 -6.100 2.225  0.3409
H -4.563 -5.902 5.403  0.3655
C -3.008 6.925 -6.586  -1.1091
C -4.463 6.957 -6.163  -0.1698
O -4.700 6.093 -5.042  -0.3504
C -4.298 6.563 -3.858  0.7058
O -3.774 7.627 -3.654  -0.5520
O -4.558 5.627 -2.931  -0.2601
C -4.085 5.960 -1.628  -0.7062
H -2.686 5.898 -6.772  0.2924
H -2.858 7.515 -7.491  0.3607
H -2.361 7.326 -5.805  0.3141
H -5.086 6.585 -6.977  0.2940
H -4.797 7.973 -5.940  0.3117
H -4.453 6.935 -1.309  0.3265
H -2.994 5.937 -1.611  0.3249
H -4.460 5.205 -0.937  0.2010
C 4.103 -0.212 -1.883  -1.0762
C 3.993 0.426 -3.254  -0.2162
O 3.107 -0.315 -4.104  -0.2500
C 1.802 -0.139 -3.868  0.6679
O 1.322 0.578 -3.025  -0.6041
O 1.118 -0.920 -4.717  -0.2547
C -0.293 -0.906 -4.507  -0.7127
H 4.386 -1.264 -1.971  0.2917
H 4.846 0.306 -1.274  0.3458
H 3.148 -0.184 -1.355  0.2815
H 4.971 0.412 -3.737  0.2937
H 3.680 1.470 -3.190  0.3415
H -0.684 0.112 -4.513  0.3054
H -0.532 -1.403 -3.565  0.2982
H -0.759 -1.460 -5.320  0.2468
C 9.537 2.342 1.963  -1.0970
C 9.603 2.112 0.466  -0.1924
O 8.326 2.324 -0.151  -0.3274
C 7.972 3.603 -0.317  0.7197
O 8.621 4.567 -0.007  -0.5520
O 6.750 3.626 -0.869  -0.2697
C 6.205 4.938 -1.010  -0.6519
H 8.748 1.732 2.409  0.2834
H 10.489 2.093 2.433  0.3600
H 9.304 3.383 2.192  0.3167
H 9.872 1.073 0.270  0.3014
H 10.365 2.737 -0.006  0.3097
H 6.887 5.595 -1.549  0.3087
H 5.970 5.350 -0.028  0.2974
H 5.282 4.853 -1.581  0.1936
C 3.559 -2.941 -5.737  -0.7256
C 4.502 -2.405 -6.794  -0.2440
O 5.810 -2.983 -6.668  -0.3564
C 5.934 -4.233 -7.127  0.7723
O 5.065 -4.896 -7.632  -0.5503
O 7.194 -4.631 -6.906  -0.3450
C 7.441 -5.991 -7.261  -0.6320
H 3.984 -2.805 -4.740  0.1990
H 2.598 -2.432 -5.785  0.0946
H 3.386 -4.011 -5.866  0.4191
H 4.625 -1.330 -6.658  0.2739
H 4.110 -2.561 -7.801  0.3224
H 7.146 -6.193 -8.291  0.2944
H 6.916 -6.656 -6.574  0.2880
H 8.512 -6.169 -7.166  0.2271


(2)
Density functional theory data (ωB97M-V/def2-TZVPD) for a 12-piece molecular cluster, C24H36N12 overall.

Calculated values
Multiplicity: 1
HOMO, eV: -10.88
SMILES: CC#N.CC#N.CC#N.CC#N.CC#N.CC#N.CC#N.CC#N.CC#N.CC#N.CC#N.CC#N
Lowest unoccupied orbital energy, eV: -0.19
E_tot, eV: -43348.5098

Last column: Mulliken charge in e.
Positions of all 72 atoms, in Å:
C 17.835 -0.723 19.304  -0.4343
C 18.980 -0.795 18.471  0.3628
N 19.958 -0.891 17.840  -0.4499
H 17.242 -1.635 19.234  0.2034
H 17.240 0.166 19.092  0.0882
H 18.164 -0.636 20.340  0.1891
C 21.886 -0.065 21.132  -0.5658
C 20.876 0.753 21.778  0.3711
N 20.076 1.364 22.396  -0.4819
H 22.279 0.569 20.337  0.1605
H 21.405 -0.910 20.640  0.1890
H 22.666 -0.456 21.786  0.3267
C 17.774 3.433 13.600  -0.8433
C 17.447 3.000 14.960  0.2098
N 17.228 2.665 16.016  -0.2517
H 18.430 2.646 13.226  0.2620
H 18.293 4.386 13.704  0.3212
H 16.815 3.655 13.134  0.3313
C 14.199 -2.787 21.765  0.0053
C 14.042 -1.307 21.648  0.3498
N 13.933 -0.161 21.568  -0.4443
H 13.367 -3.159 22.363  0.3463
H 15.182 -3.070 22.143  0.0155
H 14.098 -3.232 20.776  -0.2868
C 17.241 -0.529 14.786  -0.5626
C 18.446 -0.287 13.962  0.3860
N 19.398 -0.126 13.288  -0.5152
H 16.991 -1.590 14.776  0.3579
H 16.366 0.057 14.505  0.3430
H 17.532 -0.248 15.798  0.0031
C 13.903 -3.990 17.967  -0.9619
C 14.979 -3.441 17.149  0.4222
N 15.824 -3.014 16.486  -0.3563
H 13.363 -3.132 18.368  0.2497
H 14.191 -4.691 18.750  0.2681
H 13.224 -4.579 17.352  0.3579
C 18.850 -5.370 23.807  -0.7958
C 18.189 -4.647 24.843  0.4619
N 17.705 -4.064 25.736  -0.4482
H 18.441 -6.380 23.810  0.2696
H 19.930 -5.392 23.956  0.2770
H 18.747 -4.887 22.836  0.2489
C 15.651 3.684 18.888  -0.7456
C 16.945 4.136 19.387  0.3540
N 17.941 4.481 19.775  -0.3812
H 14.938 3.946 19.670  0.3227
H 15.593 2.625 18.639  0.2075
H 15.383 4.245 17.993  0.2442
C 20.610 2.353 16.962  0.0849
C 21.672 2.724 17.868  0.1638
N 22.483 3.134 18.571  -0.4401
H 19.684 2.905 17.123  0.1659
H 20.323 1.304 17.041  -0.1951
H 20.932 2.533 15.936  0.1828
C 21.763 -1.517 15.450  -0.2284
C 22.311 -1.785 14.155  0.2024
N 22.778 -2.040 13.091  -0.5037
H 21.367 -0.501 15.434  -0.1594
H 22.601 -1.593 16.143  0.3350
H 20.959 -2.186 15.755  0.3580
C 16.403 -1.396 24.489  -0.8195
C 17.166 -2.090 23.415  0.3788
N 17.719 -2.624 22.530  -0.5117
H 15.693 -2.155 24.817  0.3158
H 15.741 -0.626 24.092  0.3305
H 16.960 -1.017 25.345  0.3494
C 23.424 1.501 13.782  -0.1555
C 23.893 2.575 14.600  0.3446
N 24.197 3.503 15.300  -0.4398
H 22.694 0.868 14.285  -0.3622
H 24.186 0.793 13.455  0.3757
H 22.906 2.002 12.964  0.2466


(3)
Density functional theory data (ωB97M-V/def2-TZVPD) for the molecule C3H4N4O.

Calculated values
Multiplicity: 1
HOMO, eV: -9.59
SMILES: [H]/N=C/n1nncc1O
Lowest unoccupied orbital energy, eV: -0.11
E_tot, eV: -11180.3829

Last column: natural (NBO) charge in e.
Positions of all 12 atoms, in Å:
H 3.265 0.280 -0.158  0.3309
N 2.514 -0.472 0.114  -0.5421
C 1.468 0.339 -0.080  0.2168
N 0.192 -0.218 -0.002  -0.2949
N 0.191 -1.608 0.101  -0.0219
N -1.104 -2.012 0.068  -0.1870
C -1.887 -0.840 -0.087  -0.1832
C -1.116 0.263 0.112  0.4149
O -1.427 1.589 0.063  -0.6400
H 1.591 1.477 -0.373  0.1837
H -3.016 -0.872 -0.272  0.2336
H -0.670 2.076 0.514  0.4891


(4)
Density functional theory data (ωB97M-V/def2-TZVPD) for a 15-piece molecular cluster, C45H90O45 overall.

Calculated values
Multiplicity: 1
HOMO, eV: -10.21
Lowest unoccupied orbital energy, eV: 0.54
E_tot, eV: -140259.7201

Last column: Mulliken charge in e.
Positions of all 180 atoms, in Å:
C -6.521 -0.175 -4.066  -0.9238
O -5.530 -0.451 -3.083  -0.1812
C -4.569 -1.327 -3.370  0.6680
O -4.286 -1.736 -4.461  -0.6144
O -3.920 -1.566 -2.243  0.0428
C -2.686 -2.278 -2.380  -0.1137
H -6.006 -0.248 -5.026  0.4061
H -7.055 0.760 -3.933  0.2506
H -7.279 -0.962 -4.017  0.3232
H -1.946 -1.718 -2.949  0.2493
H -2.890 -3.183 -2.955  0.6111
H -2.357 -2.603 -1.402  -0.9462
C -8.302 4.188 1.025  -0.7573
O -7.159 3.407 0.730  -0.3346
C -6.012 4.044 0.566  0.3478
O -5.775 5.179 0.875  -0.6021
O -5.075 3.296 -0.001  0.2249
C -5.318 2.022 -0.553  -0.2990
H -8.503 4.838 0.172  0.3138
H -8.207 4.780 1.935  0.2899
H -9.140 3.511 1.178  0.2398
H -4.458 1.357 -0.622  -0.4055
H -5.575 2.157 -1.612  0.5084
H -6.140 1.482 -0.093  0.5187
C -3.266 3.255 2.688  -0.6745
O -2.950 1.966 2.170  0.2595
C -3.896 1.044 2.154  0.1120
O -5.078 1.222 2.302  -0.6395
O -3.321 -0.119 1.864  0.4702
C -4.191 -1.128 1.399  -0.3424
H -3.049 3.332 3.750  0.0901
H -4.326 3.472 2.553  0.4595
H -2.710 3.964 2.080  0.0434
H -4.733 -0.839 0.496  0.0134
H -4.959 -1.541 2.059  0.4021
H -3.573 -1.987 1.134  -0.1281
C -2.122 4.168 -1.525  -0.4344
O -1.133 3.992 -0.517  0.0493
C -0.359 5.006 -0.155  0.5119
O -0.451 6.141 -0.541  -0.6499
O 0.503 4.530 0.738  0.2141
C 1.428 5.431 1.309  -0.9584
H -2.034 3.537 -2.402  0.0704
H -2.251 5.209 -1.829  0.5767
H -3.067 3.969 -1.019  -0.1930
H 2.270 4.872 1.720  0.2530
H 1.098 5.974 2.199  0.2614
H 1.734 6.120 0.522  0.3800
C 0.726 -0.744 -4.015  0.6023
O 0.190 -1.540 -5.079  -0.4353
C -0.028 -2.853 -4.851  0.9554
O 0.042 -3.405 -3.779  -0.5116
O -0.517 -3.326 -5.972  -0.4162
C -1.138 -4.613 -5.975  -0.6249
H 0.253 -0.989 -3.065  -0.1945
H 0.474 0.277 -4.288  -0.2329
H 1.807 -0.814 -3.922  -0.0303
H -0.774 -5.243 -5.161  0.2900
H -1.022 -5.127 -6.920  0.2598
H -2.174 -4.412 -5.690  0.2215
C 3.663 -2.524 -2.703  -0.1513
O 3.661 -2.811 -1.322  0.0546
C 3.836 -4.037 -0.855  0.4880
O 4.073 -5.035 -1.489  -0.6149
O 3.909 -3.922 0.466  -0.0493
C 3.930 -5.075 1.275  -0.8583
H 3.608 -1.442 -2.790  -0.4057
H 2.836 -2.921 -3.291  0.1724
H 4.641 -2.789 -3.110  0.3793
H 3.411 -5.924 0.833  0.4135
H 3.308 -4.915 2.162  0.1739
H 4.891 -5.337 1.713  0.3697
C 7.330 0.880 -5.432  -0.7579
O 6.193 0.451 -4.685  -0.3055
C 5.666 1.274 -3.791  0.4696
O 5.957 2.445 -3.694  -0.5599
O 4.820 0.585 -3.034  0.1428
C 4.234 1.229 -1.907  -0.2089
H 8.066 1.351 -4.783  0.3272
H 7.064 1.553 -6.243  0.2823
H 7.777 -0.034 -5.812  0.2424
H 4.895 1.313 -1.046  0.0872
H 3.396 0.593 -1.622  0.0472
H 3.793 2.192 -2.157  0.2137
C 1.486 1.941 2.153  -0.7745
O 0.352 2.348 2.905  0.3261
C 0.448 2.493 4.199  0.3340
O 1.320 2.096 4.918  -0.5961
O -0.701 3.044 4.603  0.0825
C -0.902 3.367 5.961  -0.8941
H 1.888 0.977 2.451  0.1209
H 2.329 2.637 2.191  0.2938
H 1.169 2.004 1.116  0.0405
H -0.296 4.221 6.259  0.3047
H -0.729 2.535 6.648  0.3420
H -1.958 3.587 6.114  0.2665
C 3.250 3.156 -4.865  -0.9465
O 2.070 2.483 -4.395  -0.0884
C 0.978 3.144 -3.982  0.1428
O 0.150 2.604 -3.309  0.2899
O 1.035 4.411 -4.373  -0.5068
C -0.028 5.295 -4.001  0.1301
H 2.945 3.859 -5.636  0.4156
H 3.894 2.378 -5.255  0.1396
H 3.761 3.690 -4.067  0.3957
H -0.954 4.719 -4.065  -0.3745
H -0.061 6.120 -4.703  0.3461
H 0.050 5.650 -2.974  0.1038
C -0.100 -4.169 -0.300  0.2244
O -0.745 -4.184 0.969  -0.1978
C -2.029 -4.354 1.129  0.6287
O -2.865 -4.325 0.255  -0.5932
O -2.281 -4.422 2.421  -0.1439
C -3.589 -4.589 2.879  -0.8419
H 0.953 -3.892 -0.286  -0.3161
H -0.683 -3.544 -0.966  -0.2719
H -0.030 -5.198 -0.663  0.5535
H -3.726 -4.073 3.833  0.3094
H -3.915 -5.605 3.113  0.3689
H -4.421 -4.175 2.307  0.2934
C 6.297 -3.098 3.400  -0.2767
O 6.504 -1.710 3.444  -0.3807
C 5.674 -0.870 2.882  0.7406
O 4.582 -1.086 2.430  -0.3952
O 6.228 0.353 2.976  -0.4361
C 5.581 1.440 2.348  -0.2948
H 5.670 -3.435 2.575  -0.1030
H 5.826 -3.459 4.318  0.3489
H 7.209 -3.692 3.340  0.4181
H 4.507 1.259 2.292  -0.0916
H 5.956 1.553 1.328  0.2937
H 5.807 2.347 2.901  0.3153
C -2.824 1.762 -4.489  -0.2134
O -3.236 3.140 -4.394  -0.0739
C -2.929 3.921 -5.410  0.7305
O -2.267 3.608 -6.370  -0.6223
O -3.523 5.104 -5.227  -0.2681
C -3.607 5.967 -6.380  -0.7962
H -2.884 1.252 -3.534  -0.4870
H -1.812 1.650 -4.870  0.3256
H -3.498 1.328 -5.226  0.4999
H -4.655 6.205 -6.528  0.2393
H -3.052 5.574 -7.226  0.3751
H -3.081 6.868 -6.053  0.2582
C -1.468 0.800 -0.912  1.4824
O -0.973 -0.229 -0.056  0.8517
C 0.308 -0.555 0.118  -0.1906
O 1.275 -0.054 -0.394  -0.4142
O 0.269 -1.359 1.187  1.0257
C 1.472 -1.871 1.804  -1.5934
H -2.285 1.261 -0.365  -0.9707
H -1.773 0.288 -1.827  -0.9451
H -0.699 1.529 -1.173  0.2502
H 2.291 -1.671 1.111  0.4725
H 1.284 -2.936 1.895  0.2855
H 1.654 -1.290 2.704  0.1031
C 5.621 -4.771 8.119  -0.7044
O 5.481 -4.323 6.770  -0.3288
C 4.278 -4.149 6.288  0.6047
O 3.228 -4.423 6.805  -0.6070
O 4.389 -3.500 5.111  -0.1692
C 3.238 -2.938 4.495  0.0778
H 4.931 -5.585 8.334  0.3225
H 5.569 -3.930 8.803  0.2839
H 6.613 -5.220 8.150  0.2453
H 2.637 -2.394 5.229  0.5370
H 2.674 -3.806 4.150  0.1945
H 3.470 -2.207 3.724  -0.6172
C -1.868 -1.640 3.914  0.1156
O -1.819 -2.378 5.111  -0.4236
C -0.871 -3.279 5.280  0.5597
O 0.106 -3.399 4.586  -0.3274
O -1.108 -3.930 6.424  -0.4373
C -0.253 -4.949 6.874  -0.5380
H -2.889 -1.567 3.562  0.0598
H -1.282 -2.085 3.109  -0.2653
H -1.511 -0.617 4.046  0.4989
H -0.265 -5.820 6.213  0.2625
H -0.667 -5.318 7.813  0.2691
H 0.750 -4.566 7.059  0.2181


(5)
Density functional theory data (ωB97M-V/def2-TZVPD) for a 5-piece molecular cluster, C2H14NO5 overall.

Calculated values
Net charge: -1
Multiplicity: 1
HOMO, eV: -5.13
Lowest unoccupied orbital energy, eV: 3.79
E_tot, eV: -14029.6293

Last column: natural (NBO) charge in e.
Positions of all 22 atoms, in Å:
C -0.713 1.962 0.543  -0.0671
O -0.898 1.137 1.675  -0.7730
C 0.722 2.083 0.080  -0.2430
N 0.813 2.025 -1.367  -0.8619
H -1.418 1.529 -0.169  0.1751
H -1.119 2.942 0.812  0.1522
H 1.249 2.907 0.569  0.1708
H 1.268 1.241 0.507  0.1629
H 1.741 2.097 -1.752  0.3525
H 0.348 1.196 -1.710  0.3795
H -1.776 -3.268 1.301  0.4467
H -2.118 -1.918 0.766  0.5102
O -2.539 -2.695 1.192  -0.9775
H -0.250 -1.735 -1.258  0.5051
H -0.262 -2.746 -2.470  0.4367
O -0.502 -1.843 -2.244  -1.0191
H 2.240 -0.292 1.174  0.4677
H 1.925 -0.727 -0.224  0.4963
O 2.616 -0.786 0.444  -0.9643
H -0.313 -2.136 0.454  0.4100
H -0.684 0.227 1.413  0.5187
O -0.327 -1.201 0.263  -1.2786


(6)
Density functional theory data (ωB97M-V/def2-TZVPD) for C3H3LiO3Rh as an isolated structure.

Calculated values
Net charge: +2
Multiplicity: 6
<S²>: 8.760
HOMO (spin up / spin down), eV: -16.04 / -20.70
Lowest unoccupied orbital energy (spin up / spin down), eV: -9.07 / -11.96
E_tot, eV: -12487.6335

Last column: Löwdin spin population.
Positions of all 11 atoms, in Å:
O 1.150 -0.876 0.201  0.4166
Rh 2.845 0.228 -0.280  3.4884
C -0.730 -1.413 0.096  0.3869
C 0.187 0.069 0.122  0.3471
O -1.322 -0.973 -0.968  0.1753
C -0.605 0.298 -1.167  0.0517
H -0.040 0.254 -2.104  0.0112
H -1.314 1.133 -1.138  0.0042
H 0.445 1.444 1.499  0.0224
Li -0.442 -0.888 2.415  0.0216
O -0.173 0.725 1.324  0.0746


Respective maximum force values: 0.08868, 0.12909, 0.11218, 0.04983, 0.02934, 0.07364 Eh/bohr.